Record 1
Density functional theory data (ωB97M-V with the def2-TZVPD basis set) for a structure of composition C50H41CaN5O3S2SeTe in a non-equilibrium geometry.

Last column: Mulliken charge in e.
Cartesian coordinates (Å):
1 Ca -0.2401 -0.3986 -0.0015  3.739
2 C 2.9407 -1.6229 2.8984  -0.738
3 C 4.1064 -1.5336 2.1561  -0.560
4 C 4.0504 -0.9958 0.8836  -0.822
5 C 2.8327 -0.5640 0.3591  0.170
6 N 1.7158 -0.6019 1.1169  0.694
7 C 1.7781 -1.1292 2.3313  -0.862
8 C 2.6586 -0.1344 -1.0373  0.135
9 C 3.6885 -0.1535 -1.9870  -1.012
10 C 3.3513 0.0914 -3.3265  -0.579
11 C 2.0497 0.3284 -3.6866  -1.001
12 C 1.0597 0.3941 -2.6649  -0.430
13 N 1.4186 0.1910 -1.3730  1.232
14 C -0.3414 0.5736 -2.9063  0.730
15 C -0.8959 0.7913 -4.1960  -1.269
16 C -2.2447 0.9905 -4.3404  -0.316
17 C -3.0716 0.9757 -3.2050  -1.310
18 C -2.4691 0.7198 -1.9821  -0.294
19 N -1.1743 0.5161 -1.8184  0.613
20 H 2.9321 -2.0445 3.8924  0.409
21 H 5.0471 -1.8729 2.5705  0.410
22 H 4.9500 -0.9306 0.2881  0.394
23 H 0.8420 -1.1394 2.8838  0.515
24 H 4.7063 -0.3969 -1.7204  0.364
25 H 4.1271 0.0725 -4.0845  0.415
26 H 1.7903 0.4342 -4.7311  0.388
27 H -0.2564 0.7766 -5.0696  0.354
28 H -2.6704 1.1468 -5.3254  0.445
29 H -4.1358 1.1476 -3.2809  0.405
30 H -3.0710 0.6815 -1.0767  0.429
31 C -0.9362 2.4134 1.4847  -1.204
32 O -1.2171 1.0234 1.3751  -0.298
33 C -2.2946 0.5590 2.0943  1.026
34 C -3.0370 1.3402 2.9585  -0.892
35 C -4.1291 0.8053 3.6394  -0.850
36 C -4.4733 -0.5233 3.4525  -0.787
37 C -3.7303 -1.3199 2.5974  -0.696
38 C -2.6216 -0.8107 1.9003  -0.419
39 N -1.8181 -1.5480 1.0575  0.926
40 N -2.1205 -2.8446 1.0253  -1.330
41 C -1.4003 -3.7194 0.2974  0.119
42 C -0.2874 -3.4034 -0.5715  -0.490
43 O 0.1013 -2.1997 -0.8031  -0.506
44 C 0.3841 -4.4882 -1.2059  -1.162
45 C 0.0060 -5.7952 -1.0592  -1.115
46 C -1.0935 -6.1420 -0.2413  0.895
47 C -1.5105 -7.4809 -0.0829  -0.880
48 C -2.5780 -7.8085 0.7128  -0.344
49 C -3.2713 -6.7912 1.3888  -0.823
50 C -2.8835 -5.4800 1.2546  -0.140
51 C -1.7941 -5.1078 0.4406  0.796
52 H -0.6638 2.6806 2.5089  0.294
53 H -1.8008 3.0065 1.1672  0.331
54 H -0.1076 2.6136 0.8151  0.422
55 H -2.7632 2.3669 3.1523  0.382
56 H -4.6956 1.4334 4.3155  0.355
57 H -5.3230 -0.9424 3.9804  0.357
58 H -3.9860 -2.3575 2.4439  0.388
59 H 1.2331 -4.2250 -1.8281  0.404
60 H 0.5417 -6.5812 -1.5830  0.273
61 H -0.9647 -8.2595 -0.6073  0.320
62 H -2.8886 -8.8422 0.8220  0.352
63 H -4.1201 -7.0447 2.0141  0.359
64 H -3.4144 -4.6931 1.7706  0.373
65 O -0.2427 3.2326 -1.3938  -0.418
66 S 1.0019 3.4449 -2.1499  0.477
67 C 0.4650 3.9405 -3.8618  -0.654
68 C 1.6246 4.3721 -4.6991  0.168
69 C 2.7535 3.5558 -4.8024  0.368
70 C 3.8438 3.9451 -5.5614  -0.834
71 C 3.8427 5.1698 -6.2154  -0.417
72 C 2.7287 5.9918 -6.1165  -0.721
73 C 1.6274 5.5903 -5.3767  -0.537
74 C 1.5558 5.1809 -1.6204  -1.327
75 C 0.4798 6.1941 -1.7777  0.152
76 C 0.6082 7.2450 -2.6863  -0.345
77 C -0.4474 8.1076 -2.9325  -0.641
78 C -1.6575 7.9336 -2.2752  -0.343
79 C -1.7775 6.9278 -1.3260  -0.787
80 C -0.7210 6.0680 -1.0731  0.097
81 H -0.2976 4.7105 -3.7534  0.499
82 H -0.0038 3.0286 -4.2326  0.000
83 H 2.7640 2.6086 -4.2807  0.334
84 H 4.7000 3.2865 -5.6421  0.427
85 H 4.7041 5.4827 -6.7919  0.376
86 H 2.7196 6.9499 -6.6226  0.375
87 H 0.7542 6.2277 -5.3210  0.498
88 H 2.4412 5.4069 -2.2150  0.474
89 H 1.8335 5.0251 -0.5776  0.517
90 H 1.5515 7.3857 -3.1994  0.484
91 H -0.3298 8.9157 -3.6452  0.371
92 H -2.4956 8.5823 -2.4977  0.384
93 H -2.7066 6.8053 -0.7844  0.411
94 H -0.8317 5.2760 -0.3475  0.502
95 Te 2.3427 1.8050 3.2619  0.147
96 C 3.6217 3.4418 3.7270  -0.032
97 C 3.5614 4.7322 3.2969  -0.267
98 C 4.5633 5.5728 3.8544  -0.600
99 C 5.3847 4.9037 4.7077  -0.414
100 S 4.9351 3.2480 4.8287  -0.175
101 H 2.8045 5.0767 2.6059  0.453
102 H 4.6584 6.6276 3.6341  0.332
103 H 6.2241 5.2787 5.2714  0.355
104 Se 0.6690 2.3452 5.0125  -0.774

Values from the calculation:
- net charge = -2
- HOMO (alpha / beta) (hartree) = -0.022 / -0.006
- HOMO-LUMO gap (alpha / beta) (eV) = 4.10 / 3.67
- energy (Eh) = -6572.9667

***

Record 2
Density functional theory data (ωB97M-V with the def2-TZVPD basis set) for a structure of composition C50H41IrN4O3P2STe.

Last column: Löwdin spin population.
Cartesian coordinates (Å):
1 Ir -0.8628 0.1743 -2.1068  1.924
2 C -2.6339 2.5364 -5.4957  0.008
3 O -1.9081 1.9315 -6.5958  0.154
4 C -1.1427 0.8724 -6.4948  0.190
5 C -0.7522 0.2754 -7.7082  0.016
6 C -0.0036 -0.8640 -7.7000  0.133
7 C 0.3853 -1.4599 -6.4746  0.105
8 C 0.0628 -0.9116 -5.2578  0.042
9 C 0.5392 -1.6521 -4.0953  0.070
10 N 0.3627 -1.4127 -2.8382  0.079
11 N 0.9544 -2.4435 -2.0970  0.009
12 C 1.1663 -2.3483 -0.8423  0.001
13 O 0.8956 -1.2098 -0.1629  0.034
14 C 1.7647 -3.5408 -0.1759  0.000
15 C 1.7502 -4.7564 -0.8690  0.000
16 C 2.2878 -5.8950 -0.3008  0.000
17 C 2.8544 -5.8440 0.9674  -0.001
18 C 2.8823 -4.6437 1.6556  0.000
19 C 2.3421 -3.4993 1.0866  -0.001
20 C -0.6746 0.3338 -5.2212  0.106
21 O -0.9086 0.9885 -4.1778  0.348
22 H -3.3711 3.1619 -5.9875  0.000
23 H -1.9571 3.1308 -4.8899  0.003
24 H -3.1104 1.7708 -4.8893  0.004
25 H -1.0820 0.7375 -8.6286  -0.002
26 H 0.2863 -1.3306 -8.6306  0.006
27 H 0.9597 -2.3772 -6.5023  0.004
28 H 1.1087 -2.5482 -4.3264  0.004
29 H 1.3016 -4.7998 -1.8493  0.000
30 H 2.2602 -6.8280 -0.8473  0.000
31 H 3.2737 -6.7368 1.4119  0.000
32 H 3.3278 -4.5862 2.6398  0.000
33 H 2.4071 -2.5826 1.6470  0.000
34 Te -2.0948 0.8148 2.4628  0.006
35 C -1.1096 2.0571 3.8638  0.004
36 C -0.6093 3.3008 3.4995  0.001
37 C 0.1107 4.0280 4.4359  0.000
38 N 0.3411 3.6127 5.6803  0.000
39 C -0.1730 2.4377 6.0298  0.000
40 C -0.8965 1.6236 5.1655  0.001
41 C -0.5141 0.6933 1.1172  0.057
42 P -0.3169 1.6361 -0.3723  0.147
43 C 1.4311 2.1569 -0.4111  0.032
44 C 1.9992 2.7843 0.6996  0.004
45 C 3.3197 3.1940 0.6699  0.002
46 C 4.0930 2.9654 -0.4641  0.000
47 C 3.5420 2.3288 -1.5645  0.001
48 C 2.2108 1.9294 -1.5373  0.018
49 C -1.2595 3.1867 -0.2943  0.021
50 C -0.6232 4.4243 -0.3967  0.009
51 C -1.3649 5.5968 -0.3613  0.000
52 C -2.7444 5.5474 -0.2288  0.008
53 C -3.3863 4.3190 -0.1590  -0.001
54 C -2.6504 3.1462 -0.2029  0.009
55 P 0.5756 -0.5830 1.3189  0.016
56 C -0.0459 -1.9091 2.3371  0.000
57 C -1.0779 -2.6870 1.8133  0.001
58 C -1.5800 -3.7406 2.5576  0.004
59 C -1.0752 -3.9998 3.8252  0.000
60 C -0.0588 -3.2162 4.3509  0.000
61 C 0.4646 -2.1732 3.6042  0.000
62 C 2.1915 -0.0571 1.9081  0.002
63 C 2.2098 0.6805 3.0939  0.001
64 C 3.4086 1.1659 3.5881  0.000
65 C 4.5884 0.9394 2.8905  0.000
66 C 4.5694 0.2335 1.6966  0.000
67 C 3.3729 -0.2664 1.2044  0.000
68 H -0.7750 3.7066 2.5088  0.000
69 H 0.5195 4.9985 4.1733  0.000
70 H 0.0126 2.1181 7.0497  0.000
71 H -1.2627 0.6634 5.5068  0.000
72 H 1.4029 2.9395 1.5914  0.000
73 H 3.7517 3.6833 1.5334  0.000
74 H 5.1278 3.2822 -0.4848  0.000
75 H 4.1433 2.1475 -2.4458  0.000
76 H 1.7722 1.4410 -2.4023  0.013
77 H 0.4509 4.4846 -0.4994  0.000
78 H -0.8589 6.5503 -0.4360  0.000
79 H -3.3197 6.4631 -0.1925  0.000
80 H -4.4642 4.2714 -0.0763  0.000
81 H -3.1604 2.1947 -0.1891  0.003
82 H -1.4965 -2.4739 0.8340  0.001
83 H -2.3716 -4.3498 2.1461  0.002
84 H -1.4786 -4.8184 4.4068  0.000
85 H 0.3326 -3.4220 5.3382  0.000
86 H 1.2748 -1.5782 4.0053  0.000
87 H 1.2862 0.8960 3.6210  0.000
88 H 3.4182 1.7330 4.5098  0.000
89 H 5.5235 1.3272 3.2731  0.000
90 H 5.4852 0.0759 1.1427  0.000
91 H 3.3657 -0.8041 0.2650  0.000
92 S -3.1675 0.0137 -2.0983  0.345
93 C -3.6382 -1.2514 -0.9561  0.190
94 N -4.3335 -0.8132 0.1691  0.220
95 C -4.9480 -1.7289 1.0203  0.191
96 C -4.7607 -3.0603 0.8311  0.046
97 C -3.9611 -3.5388 -0.2289  0.305
98 C -3.4403 -2.5810 -1.1425  0.069
99 H -4.5269 0.1676 0.2607  0.009
100 H -5.5579 -1.3104 1.8057  0.012
101 H -5.2456 -3.7488 1.5099  -0.003
102 H -3.8132 -4.5958 -0.3880  0.020
103 H -2.9003 -2.8957 -2.0265  -0.003

Values from the calculation:
- spin multiplicity = 6
- net charge = +1
- <S²> = 8.800
- HOMO (alpha / beta) (hartree) = -0.263 / -0.367
- HOMO-LUMO gap (alpha / beta) (eV) = 3.98 / 4.96
- energy (Eh) = -3827.5782

***

- What is the formula in the first record?
  C50H41CaN5O3S2SeTe

***

- Which formula does entry 2 have?
  C50H41IrN4O3P2STe

***

- What is the net charge in the second record?
  +1

***

- Which value of energy does entry 2 give?
  -3827.5782 Eh